[1]
{"formula": "C2H7N2OS", "method": "ωB97M-V/def2-TZVPD", "elements": ["C", "C", "N", "N", "O", "S", "H", "H", "H", "H", "H", "H", "H"], "coordinates": [[-0.2628, 0.5660, -1.0573], [0.7297, -0.9313, 0.5319], [-0.3275, 1.8096, 0.6299], [-0.3948, -0.7222, -0.4394], [-1.1296, 0.9349, -2.0867], [0.5320, 1.1302, -2.6065], [1.7356, -0.9476, 0.0184], [0.5228, 0.0840, 1.0853], [0.4938, -1.8385, 1.1054], [0.5766, 2.3356, 0.6833], [-1.0884, 2.4025, 0.4516], [-1.2854, -0.8098, 0.0880], [-0.2839, -1.3077, -1.2941]], "forces_ev_per_a": [[-1.0, 6.1, 0.4], [0.1, 1.9, 1.0], [2.2, -3.5, -2.0], [0.9, -0.8, -1.9], [0.9, -0.9, 1.7], [-0.5, -1.1, 1.8], [-1.3, -0.1, 0.5], [1.2, -2.3, 0.0], [0.4, 0.5, -0.1], [-1.1, -0.4, -0.6], [-1.1, 1.2, -0.8], [0.3, 0.0, -0.8], [-0.8, -0.7, 0.9]], "mulliken_charge": [0.26, -0.68, -0.65, -0.11, -0.29, 0.12, 0.29, 0.45, 0.32, 0.25, 0.26, 0.40, 0.38], "de_lowest_ev": 5.266, "homo_lumo_gap_ev": 8.931, "total_energy_ha": -662.89609, "spin_multiplicity": 1, "charge": 1}

=====

[2]
{"formula": "C2H7N2P2", "method": "ωB97M-V/def2-TZVPD", "elements": ["C", "C", "N", "N", "P", "P", "H", "H", "H", "H", "H", "H", "H"], "coordinates": [[-1.7437, -0.4614, -0.2563], [0.8993, 0.2621, 0.4608], [-2.8621, -0.8635, -0.5405], [1.2550, 0.9536, -0.9268], [-0.9917, 0.7719, 0.7316], [1.2509, -1.5896, 0.1926], [1.4643, 0.6636, 1.1989], [-3.1240, -1.3671, -1.3635], [2.2641, 1.1138, -0.7598], [0.7425, 1.8600, -0.8639], [0.9850, 0.1759, -1.4978], [-1.1646, 0.3882, 2.1149], [1.0248, -1.9074, 1.5098]], "forces_ev_per_a": [[-0.9, -0.9, -0.9], [-3.3, -1.7, -2.3], [0.9, 0.9, 1.0], [0.7, 0.6, 4.4], [1.4, 0.2, 0.8], [-0.1, 0.8, -0.7], [1.8, 1.5, 2.2], [-0.1, -0.6, -0.5], [-0.5, -0.2, -1.3], [0.2, -0.9, -1.2], [-0.1, 0.4, -1.8], [0.2, -0.1, -0.6], [-0.2, -0.2, 0.9]], "mulliken_charge": [0.20, -0.72, -0.35, -0.38, -0.06, 0.11, 0.58, 0.30, 0.36, 0.38, 0.36, 0.13, 0.09], "de_lowest_ev": 4.199, "homo_lumo_gap_ev": [5.945, 8.222], "total_energy_ha": -872.19393, "spin_multiplicity": 1, "charge": 1}

=====

[3]
{"formula": "C2H7N3", "method": "ωB97M-V/def2-TZVPD", "elements": ["C", "N", "H", "H", "H", "N", "C", "N", "H", "H", "H", "H"], "coordinates": [[1.7599, -2.6674, -1.2890], [0.7682, -1.8966, -1.2124], [2.7582, -2.2291, -1.2561], [1.6583, -3.7210, -1.6022], [-0.0797, -2.2388, -1.6631], [-0.0408, 1.7857, 0.7687], [-1.2650, 2.1274, 1.2806], [-2.4576, 1.8214, 0.9065], [0.6445, 2.2491, 1.3339], [-0.1303, 1.2895, -0.1021], [-1.1930, 2.6407, 2.2460], [-2.4228, 0.8391, 0.5893]], "forces_ev_per_a": [[-0.3, -0.4, -1.1], [0.1, 1.2, -0.7], [0.0, -0.3, 0.9], [0.3, 0.3, 0.0], [-0.1, -0.7, 0.9], [-2.7, 0.3, 1.3], [-0.7, -0.2, 0.6], [0.7, -1.3, 1.0], [1.2, -0.6, -1.0], [1.4, 0.0, -0.1], [0.2, 1.0, -0.5], [-0.2, 0.7, -1.2]], "mulliken_charge": [-0.26, -0.40, 0.22, 0.21, 0.23, -0.44, 0.13, -0.63, 0.25, 0.22, 0.27, 0.20], "de_lowest_ev": 2.421, "homo_lumo_gap_ev": 9.596, "smiles": "[H]/N=C\\N.C=N", "total_energy_ha": -244.58642, "spin_multiplicity": 1}

=====

[4]
{"formula": "C2H7N3", "method": "ωB97M-V/def2-TZVPD", "elements": ["C", "C", "H", "H", "H", "H", "H", "H", "H", "N", "N", "N"], "coordinates": [[-0.2597, -0.6257, 0.9223], [0.8971, 0.1657, -0.9575], [0.1720, 0.1407, 1.6346], [-1.2935, -0.7976, 1.2867], [0.5861, -1.5422, 0.8729], [-2.1949, 0.3473, -0.5853], [-1.0015, 1.8776, -0.2806], [1.0918, 1.0184, -1.7056], [1.6365, -1.0769, 0.3555], [-0.3162, -0.0432, -0.4012], [-1.2415, 0.9386, -0.7198], [1.9239, -0.4028, -0.4219]], "forces_ev_per_a": [[1.1, -0.4, 1.0], [2.9, 0.2, 1.0], [-0.1, -0.8, -0.5], [0.8, -0.7, -0.4], [-4.0, 1.7, 0.8], [2.4, 3.3, -0.2], [-1.4, -1.7, -0.1], [-0.9, -1.7, 0.8], [1.4, 1.7, -2.0], [0.0, -0.1, -0.5], [-2.7, -1.4, 0.4], [0.5, -0.4, -0.5]], "mulliken_charge": [-0.81, 0.19, 0.34, 0.29, 0.23, 0.29, 0.24, 0.33, 0.21, 0.06, -0.64, -0.73], "de_lowest_ev": 3.487, "homo_lumo_gap_ev": 9.364, "smiles": "[H]/N=C\\N(C)N", "total_energy_ha": -244.54723, "spin_multiplicity": 1}

=====

[5]
{"formula": "C2H7N3", "method": "ωB97M-V/def2-TZVPD", "elements": ["C", "N", "N", "C", "N", "H", "H", "H", "H", "H", "H", "H"], "coordinates": [[-2.0619, -0.0614, 0.0134], [-0.6439, 0.0839, 0.3023], [2.1512, -0.4754, -0.2401], [1.4023, 0.6827, 0.1469], [0.1132, 0.8282, -0.4146], [0.1746, -0.1977, 1.0993], [2.1460, -1.2421, 0.4156], [1.9604, -0.8655, -1.1563], [1.9949, 1.5837, 0.0089], [-2.2472, -1.0923, -0.2968], [-2.6451, 0.1411, 0.9136], [-2.3445, 0.6147, -0.7921]], "forces_ev_per_a": [[0.3, -1.1, 0.1], [1.4, 0.3, 1.0], [0.1, -1.2, 0.5], [0.1, 1.2, -1.7], [0.7, 0.5, 1.4], [-2.6, -0.2, -1.1], [0.1, 0.0, 0.1], [-0.1, 0.4, -0.1], [-0.1, 0.0, -0.3], [-0.3, 0.1, -0.1], [0.1, 0.0, 0.0], [0.2, 0.0, 0.1]], "mulliken_charge": [-0.70, 0.19, -0.46, -0.48, -0.47, 0.45, 0.24, 0.21, 0.20, 0.27, 0.27, 0.30], "de_lowest_ev": 4.780, "homo_lumo_gap_ev": [7.865, 7.294], "smiles": "CN/N=C\\N", "total_energy_ha": -244.49972, "spin_multiplicity": 1}

=====

[6]
{"formula": "C2H7N3O", "method": "ωB97M-V/def2-TZVPD", "elements": ["C", "C", "H", "H", "H", "H", "H", "H", "H", "N", "N", "N", "O"], "coordinates": [[-2.2349, 0.1509, 0.0820], [0.1491, 0.2081, -0.1492], [-3.1127, -0.7308, -0.3785], [-2.1954, 1.4569, -0.6624], [-2.3202, 0.4786, 1.4592], [-0.9107, -1.3374, -0.9518], [1.3309, -1.3366, 0.5255], [3.3286, -0.4851, -0.3761], [2.8612, 1.0367, 0.8485], [-0.9408, -0.5986, -0.1025], [1.4024, -0.4964, 0.0042], [2.6237, 0.2681, -0.1057], [0.0186, 1.3856, -0.1933]], "forces_ev_per_a": [[-1.0, 0.6, -0.1], [2.5, -1.1, 0.8], [2.4, 3.3, 1.8], [-0.3, -4.4, 2.3], [0.0, -1.2, -4.7], [-0.4, 2.2, 2.8], [0.3, -0.5, 0.7], [-0.7, 2.0, 1.2], [-0.8, -3.7, -3.5], [-2.1, -2.5, -2.4], [-1.0, 2.7, -1.1], [0.2, 0.4, 2.2], [1.1, 2.2, 0.0]], "mulliken_charge": [-0.62, 0.42, 0.24, 0.23, 0.20, 0.30, 0.24, 0.24, 0.26, -0.33, -0.14, -0.54, -0.52], "de_lowest_ev": 6.287, "homo_lumo_gap_ev": 9.688, "total_energy_ha": -319.71875, "spin_multiplicity": 1}

=====

[7]
{"formula": "C2H7N3O", "method": "ωB97M-V/def2-TZVPD", "elements": ["C", "C", "N", "O", "N", "N", "H", "H", "H", "H", "H", "H", "H"], "coordinates": [[0.8667, -0.6282, -0.5699], [-0.0983, 1.4733, 0.2163], [0.0257, 0.0385, 0.2737], [2.1952, -0.2421, 0.3976], [-1.3826, -0.7552, -0.4292], [-2.2092, -1.1096, 0.3890], [2.1558, -0.8205, 1.1715], [-3.0183, -1.5975, -0.0408], [0.7918, -1.7144, -0.5563], [1.1241, -0.1332, -1.5072], [0.2000, 1.9062, -0.7416], [-1.1608, 1.6714, 0.3910], [0.5096, 1.9114, 1.0060]], "forces_ev_per_a": [[5.2, 1.3, 2.8], [-0.5, -0.2, -0.3], [-5.0, -2.2, 0.2], [-0.8, -0.9, -2.5], [-0.5, 0.6, 0.8], [1.3, 1.0, 0.2], [-0.4, 0.0, -0.3], [0.6, 0.1, -0.4], [-0.2, 0.3, -0.3], [0.1, -0.3, -0.1], [0.0, 0.0, -0.2], [0.2, 0.3, 0.1], [-0.1, 0.0, 0.0]], "mulliken_charge": [-0.15, -0.68, -0.07, -0.58, -0.06, -0.42, 0.30, 0.28, 0.24, 0.30, 0.29, 0.30, 0.25], "de_lowest_ev": 5.602, "homo_lumo_gap_ev": 9.136, "smiles": "[H]/N=N/N(C)CO", "total_energy_ha": -319.74389, "spin_multiplicity": 1}

=====

[8]
{"formula": "C2H7N3O", "method": "ωB97M-V/def2-TZVPD", "elements": ["C", "C", "N", "N", "N", "O", "H", "H", "H", "H", "H", "H", "H"], "coordinates": [[-0.7429, -0.0762, -0.2073], [-1.9619, 0.7768, 0.1681], [0.4222, 0.4059, -0.2912], [2.6371, 0.1112, 0.3586], [1.5297, -0.4110, -0.5063], [-0.8721, -1.4141, -0.2679], [-1.9784, 0.9029, 1.2326], [-1.8892, 1.7138, -0.2900], [-3.0458, 0.3955, -0.1524], [2.9915, 0.9592, -0.0136], [3.5147, -0.4319, 0.2249], [1.1823, -1.3319, -0.2124], [-1.7873, -1.6000, -0.0430]], "forces_ev_per_a": [[0.6, 0.7, 0.3], [-1.6, -2.1, -0.8], [0.0, 1.9, 0.0], [0.0, -1.8, 0.6], [-0.3, 0.1, 0.0], [-1.0, -0.9, 0.0], [0.0, 0.1, 0.6], [0.3, 1.5, -0.6], [2.5, 0.2, 0.5], [-0.7, 1.4, -0.9], [-1.3, -0.5, -0.1], [1.4, 0.0, 0.4], [-0.1, -0.5, -0.1]], "mulliken_charge": [0.64, -1.02, -0.33, -0.54, -0.15, -0.55, 0.27, 0.30, 0.33, 0.24, 0.25, 0.26, 0.31], "de_lowest_ev": 3.610, "homo_lumo_gap_ev": 8.636, "smiles": "C/C(O)=N/NN", "total_energy_ha": -319.81712, "spin_multiplicity": 1}

=====

[9]
{"formula": "C2H7N3O", "method": "ωB97M-V/def2-TZVPD", "elements": ["C", "C", "H", "H", "H", "H", "H", "H", "H", "N", "N", "N", "O"], "coordinates": [[-2.0869, -0.0430, -0.0862], [-0.6030, 0.0405, -0.0089], [-2.2477, 1.1372, -0.1775], [-2.5157, -0.8691, -0.7901], [-2.4687, -0.2741, 1.0098], [-0.5136, -2.0370, 0.4052], [1.8041, -1.1240, 1.0246], [1.7679, -2.2114, -0.4114], [1.6735, 0.7759, -0.4445], [-0.0359, -1.1947, -0.0184], [1.4249, -1.2589, -0.0641], [-0.0878, 1.2077, 0.1311], [1.1915, 1.6674, -0.0482]], "forces_ev_per_a": [[-1.5, 1.6, 2.4], [1.0, 0.1, 0.6], [-0.9, -2.8, -0.5], [0.8, 2.1, 1.0], [0.5, 0.2, -2.1], [0.6, 1.8, -0.7], [-1.1, -0.7, -3.6], [-1.0, 1.8, 0.7], [-0.9, 3.1, 1.4], [2.3, -3.0, -0.4], [0.5, -0.5, 3.4], [-2.5, 1.0, -0.9], [2.1, -4.8, -1.2]], "mulliken_charge": [-0.91, 0.52, 0.31, 0.28, 0.20, 0.25, 0.27, 0.27, 0.41, -0.11, -0.73, -0.39, -0.37], "de_lowest_ev": 5.545, "homo_lumo_gap_ev": 8.591, "smiles": "C/C(=N/O)NN", "total_energy_ha": -319.74600, "spin_multiplicity": 1}